No. 1
# C4H7NO2

The molecule C4H7NO2 in a non-equilibrium geometry (ωB97M-V/def2-TZVPD, OMol25).

* E_HOMO: -8.32 eV
* lowest unoccupied orbital energy: 0.62 eV
* multiplicity: 1
* strongest force on any atom: 3.30 eV/Å
* HOMO-LUMO gap: 8.94 eV
* SMILES: C=CN(C)C(=O)O

Cartesian coordinates (Å):
C 2.136 -0.609 -0.068
C 0.827 -0.796 -0.118
N -0.199 0.100 -0.110
C -0.040 1.537 -0.140
C -1.401 -0.505 0.378
O -1.848 -0.369 1.486
O -2.136 -0.933 -0.673
H 2.577 0.369 0.019
H 2.808 -1.441 -0.181
H 0.261 -1.766 0.208
H -0.996 1.976 -0.416
H 0.274 1.934 0.838
H 0.725 1.783 -0.864
H -2.985 -1.280 -0.359


No. 2
# C28H26ClMoPS4Sb

A structure of composition C28H26ClMoPS4Sb (ωB97M-V/def2-TZVPD, OMol25).

* E_HOMO: -11.43 eV
* lowest unoccupied orbital energy: -4.58 eV
* multiplicity: 1
* strongest force on any atom: 0.44 eV/Å
* net charge: +1
* HOMO-LUMO gap: 6.86 eV

Cartesian coordinates (Å):
Mo -0.982 1.255 0.124
Cl 1.345 1.627 -2.208
C 2.612 2.068 -1.101
C 3.603 2.924 -1.549
C 4.629 3.276 -0.687
C 4.658 2.771 0.605
C 3.659 1.918 1.039
C 2.612 1.550 0.190
P 1.318 0.422 0.793
C 1.517 0.443 2.588
C 1.026 1.548 3.281
C 1.209 1.650 4.649
C 1.882 0.644 5.332
C 2.385 -0.451 4.644
C 2.211 -0.554 3.270
C 1.736 -1.238 0.224
C 2.654 -1.461 -0.798
C 2.894 -2.756 -1.234
C 2.231 -3.826 -0.649
C 1.322 -3.605 0.378
C 1.068 -2.314 0.809
H 3.564 3.308 -2.558
H 5.404 3.948 -1.029
H 5.457 3.045 1.280
H 3.684 1.540 2.052
H 0.506 2.347 2.763
H 0.821 2.510 5.178
H 2.017 0.716 6.403
H 2.916 -1.230 5.174
H 2.619 -1.404 2.741
H 3.188 -0.636 -1.253
H 3.608 -2.927 -2.028
H 2.427 -4.834 -0.987
H 0.808 -4.438 0.840
H 0.358 -2.142 1.611
S -1.255 4.589 3.154
Sb -2.528 3.741 1.576
S -1.130 3.368 -0.509
S -2.126 0.919 1.855
S -4.637 3.741 0.974
C -2.618 -1.984 -0.112
C -2.173 -1.287 -1.398
C -1.248 -2.234 -2.177
C -1.405 -0.018 -1.171
C -3.389 -0.821 -2.213
C -4.302 0.055 -1.624
C -5.402 0.519 -2.326
C -5.609 0.113 -3.637
C -4.707 -0.753 -4.234
C -3.602 -1.213 -3.530
H -3.146 -2.904 -0.367
H -3.295 -1.369 0.479
H -1.754 -2.244 0.503
H -0.399 -2.515 -1.554
H -0.866 -1.774 -3.090
H -1.787 -3.143 -2.447
H -1.083 0.431 -2.126
H -4.158 0.388 -0.602
H -6.096 1.198 -1.848
H -6.468 0.471 -4.189
H -4.861 -1.077 -5.255
H -2.918 -1.890 -4.023


No. 3
# C2H5N2O2

The ion C2H5N2O2 with charge +1 in a non-equilibrium geometry (ωB97M-V/def2-TZVPD, OMol25).

* E_HOMO (alpha / beta): -15.90 / -15.90 eV
* lowest unoccupied orbital energy (alpha / beta): -7.46 / -7.46 eV
* multiplicity: 1
* strongest force on any atom: 6.93 eV/Å
* net charge: +1
* HOMO-LUMO gap (alpha / beta): 8.45 / 8.45 eV
* SMILES: C[C@]1(N)O[N+]1=O

Cartesian coordinates (Å):
C 0.234 -0.054 -1.478
C 0.271 -0.114 0.036
N 0.023 1.344 1.117
O 1.056 -0.998 0.879
N -0.330 -1.064 0.840
O -1.028 -1.666 1.516
H 0.134 -1.018 -1.970
H 1.061 0.420 -1.954
H -0.776 0.375 -1.771
H -0.772 1.822 0.778
H 0.128 0.953 2.007


No. 4
# C8H9NO2S

The molecule C8H9NO2S in a non-equilibrium geometry (ωB97M-V/def2-TZVPD, OMol25).

* E_HOMO: -9.04 eV
* lowest unoccupied orbital energy: 0.79 eV
* multiplicity: 1
* strongest force on any atom: 3.76 eV/Å
* HOMO-LUMO gap: 9.83 eV

Cartesian coordinates (Å):
C -2.365 2.031 -0.680
C -1.864 0.748 -0.014
C 0.464 -0.172 -0.062
C 0.079 -1.222 0.696
C 0.897 -2.372 0.864
C 2.157 -2.464 0.255
C 2.599 -1.387 -0.474
C 1.714 -0.289 -0.682
H -3.359 2.313 -0.142
H -2.632 2.154 -1.761
H -2.411 -0.155 -0.342
H -1.883 0.927 1.079
H -0.927 -1.115 1.132
H 0.602 -3.226 1.480
H 2.804 -3.473 0.451
H 3.556 -1.224 -0.951
H 2.138 0.417 -1.426
N -0.498 0.852 -0.495
O 0.224 2.265 1.433
O -1.381 3.033 -0.358
S 0.086 2.360 -0.003